Entry 1:
{
  "formula": "C5H10O2",
  "method": "ωB97M-V/def2-TZVPD",
  "symbols": ["O", "O", "C", "C", "C", "C", "C", "H", "H", "H", "H", "H", "H", "H", "H", "H", "H"],
  "positions_angstrom": [[0.3246, -0.3312, 1.3457], [-1.0959, 1.5837, -0.5295], [-2.2010, -0.4612, 0.2642], [-1.0789, 0.1650, -0.5640], [2.6734, -0.0945, -0.0491], [1.5198, 0.2072, -0.6431], [0.2567, -0.4196, -0.0828], [-0.6167, 1.8861, 0.2466], [1.4587, 0.9320, -1.4539], [2.6749, -0.8410, 0.7436], [-1.9752, -0.3588, 1.3292], [-1.2201, -0.0777, -1.6242], [-2.2774, -1.5338, 0.0452], [0.8463, 0.4611, 1.5322], [-3.1616, 0.0117, 0.0503], [0.2450, -1.4924, -0.3242], [3.6273, 0.3634, -0.2861]],
  "lowdin_charge": [-0.05, -0.03, -0.04, -0.40, 0.02, -0.11, -0.36, 0.09, 0.11, 0.07, 0.08, 0.15, 0.09, 0.09, 0.08, 0.15, 0.06],
  "e_above_lowest_kcal_mol": 47.0,
  "total_charge": 0,
  "orbital_gap_ev": 10.76,
  "mol_weight_da": 102.13,
  "smiles": "C=C[C@@H](O)[C@@H](C)O"
}



Entry 2:
{
  "formula": "C5H10O",
  "method": "ωB97M-V/def2-TZVPD",
  "symbols": ["O", "C", "C", "C", "C", "C", "H", "H", "H", "H", "H", "H", "H", "H", "H", "H"],
  "positions_angstrom": [[1.7808, 0.6471, -1.5154], [-2.1667, 0.1958, 0.3923], [1.4082, -1.0808, 0.1669], [-0.9025, 0.0334, -0.4481], [0.3473, -0.0340, 0.4159], [1.6885, 0.3435, -0.1552], [-3.0671, 0.2216, -0.2296], [0.1931, 0.2438, 1.4580], [1.4696, 1.5543, -1.6275], [1.2537, -1.7290, -0.6927], [1.9178, -1.5398, 1.0089], [-2.1337, 1.1280, 0.9681], [-0.8286, 0.8695, -1.1564], [-2.2784, -0.6303, 1.1036], [-0.9830, -0.8716, -1.0611], [2.3811, 0.8883, 0.4883]],
  "lowdin_charge": [-0.01, -0.12, -0.06, -0.23, -0.24, -0.35, 0.07, 0.13, 0.10, 0.11, 0.10, 0.07, 0.11, 0.07, 0.11, 0.14],
  "e_above_lowest_kcal_mol": 27.6,
  "total_charge": 0,
  "orbital_gap_ev": 10.62,
  "mol_weight_da": 86.13,
  "smiles": "CC[C@H]1C[C@H]1O"
}



Entry 3:
{
  "formula": "C57H61Ge2N6O2RbS2Si",
  "method": "ωB97M-V/def2-TZVPD",
  "symbols": ["Rb", "Ge", "Ge", "S", "S", "Si", "O", "O", "N", "N", "N", "N", "N", "N", "C", "C", "C", "C", "C", "C", "C", "C", "C", "C", "C", "C", "C", "C", "C", "C", "C", "C", "C", "C", "C", "C", "C", "C", "C", "C", "C", "C", "C", "C", "C", "C", "C", "C", "C", "C", "C", "C", "C", "C", "C", "C", "C", "C", "C", "C", "C", "C", "C", "C", "C", "C", "C", "C", "C", "C", "C", "H", "H", "H", "H", "H", "H", "H", "H", "H", "H", "H", "H", "H", "H", "H", "H", "H", "H", "H", "H", "H", "H", "H", "H", "H", "H", "H", "H", "H", "H", "H", "H", "H", "H", "H", "H", "H", "H", "H", "H", "H", "H", "H", "H", "H", "H", "H", "H", "H", "H", "H", "H", "H", "H", "H", "H", "H", "H", "H", "H", "H"],
  "positions_angstrom": [[1.2795, 0.0364, 0.3015], [-1.3547, -2.6480, 2.7691], [2.9033, 0.7708, -2.4185], [0.1904, -3.5478, 1.2706], [-2.2398, -1.6662, 0.3003], [3.8125, 0.5279, 3.3648], [-5.7482, 2.9640, -2.9240], [2.2637, 0.1832, 3.1376], [1.1737, 2.9888, 1.6387], [-5.2905, 0.7493, -3.1108], [-2.4726, 2.3166, 0.0484], [-0.6614, -6.4166, -0.9372], [-3.6656, -4.0873, -2.1368], [0.9469, 2.4115, 2.8434], [1.4608, -3.9682, 6.4157], [-2.5679, 2.6743, -2.7080], [-1.4051, 2.7524, -0.6283], [-3.6840, 2.2275, -2.0190], [5.4998, -0.7391, -2.6283], [-4.9965, 2.0137, -2.7264], [-1.9085, -0.8869, 3.4524], [-2.8373, 0.2602, 5.3737], [-0.5065, -4.3576, 5.0802], [-4.4211, -0.4107, -2.8911], [-3.5787, 2.0531, -0.6454], [-2.3296, -0.8922, 4.7861], [-2.9013, -3.7139, -1.3608], [-1.9642, 0.3088, 2.7419], [2.0245, 2.2840, -6.5017], [-4.1861, -3.3689, 2.7586], [-1.9459, -3.2132, -0.3899], [1.7473, -2.8424, 5.6516], [4.7222, -2.4228, -4.6803], [-2.8948, 1.4449, 4.6467], [4.2216, -0.5689, -3.1733], [-2.8837, -3.8666, 2.7012], [4.4450, 0.0896, 5.0983], [2.7220, 2.8280, -7.6137], [-5.0786, -5.5924, 2.5149], [0.7682, 3.3296, 3.8086], [-0.2347, -3.2278, 4.3059], [4.9425, -0.3943, 2.1591], [0.9052, -2.4704, 4.6075], [0.6951, 1.1950, -4.3067], [-1.4051, 2.9366, -2.0030], [1.2701, 5.2478, 0.7008], [0.8184, 4.5682, 3.2005], [-3.4696, -0.6749, -4.0476], [4.0815, 2.9479, -7.6002], [6.3746, -1.7182, -3.0930], [-0.0319, 1.5873, -5.4614], [1.0862, 4.2938, 1.8389], [0.3307, -4.7241, 6.1297], [-2.4415, 1.4733, 3.3357], [4.2252, 2.3559, 3.1441], [5.9902, -2.5643, -4.1256], [2.7462, 1.8732, -5.3475], [-0.7791, -5.3465, -0.5258], [-2.6972, -5.2394, 2.5411], [3.8563, -1.4435, -4.2060], [-6.5466, 0.5047, -3.8061], [4.8122, 2.5224, -6.4660], [-7.6575, 0.1062, -2.8432], [2.0620, 1.3299, -4.2018], [0.6146, 2.1300, -6.5307], [4.1639, 2.0034, -5.3802], [4.1689, 2.3377, -2.1154], [-0.9259, -4.0156, 0.0057], [0.5840, 2.9142, 5.2304], [-3.7879, -6.0993, 2.4446], [-5.2772, -4.2252, 2.6751], [-4.0057, -0.7088, -5.0008], [-1.3893, -4.9545, 4.8769], [0.0694, 2.4395, -7.4165], [5.3093, 2.5238, 3.2029], [-4.4298, 1.6873, -0.0766], [-3.2772, 2.3478, 5.1103], [3.8768, 2.7143, 2.1683], [-3.8647, -0.2851, -1.9673], [2.8738, -1.3449, -4.6607], [-0.5188, 2.9695, -0.0381], [2.6237, -2.2389, 5.8628], [3.8579, 3.2036, -2.7086], [3.7015, 0.3474, 5.8630], [1.1663, -1.5761, 4.0396], [-4.3451, -2.2999, 2.8509], [1.4517, 4.6918, -0.2204], [0.0998, -5.6019, 6.7238], [-2.2666, -1.8058, 5.3686], [5.8254, -0.0905, -1.8182], [-3.6272, -7.1611, 2.2949], [2.1282, 5.9010, 0.8753], [-7.8153, 0.9017, -2.1126], [5.9711, -0.4623, 2.5364], [-8.5938, -0.0588, -3.3834], [-6.3706, -0.2879, -4.5366], [-2.4571, 2.3884, 2.7555], [5.2087, 2.1051, -2.3731], [6.6665, -3.3289, -4.4895], [4.7264, 1.6642, -4.5201], [-7.4039, -0.8117, -2.3080], [-0.5109, 3.2802, -2.5084], [4.5759, -1.4148, 1.9975], [2.1163, -4.2580, 7.2294], [0.1446, 0.7752, -3.4695], [-2.6109, 2.8290, -3.7811], [0.3908, 5.8811, 0.5586], [0.6981, 5.5339, 3.6678], [3.7431, 2.9777, 3.9096], [-6.2833, -3.8243, 2.7163], [4.6529, -0.9846, 5.1824], [4.4085, -3.0788, -5.4852], [-1.1067, 1.4492, -5.4953], [5.3718, 0.6292, 5.3283], [7.3575, -1.8229, -2.6468], [-0.4277, 2.5483, 5.4041], [-2.7091, 0.1046, -4.1067], [0.7732, 3.7524, 5.9009], [-1.6448, 0.3581, 1.7101], [-6.8206, 1.4102, -4.3401], [-1.6906, -5.6404, 2.4635], [1.2711, 2.1014, 5.4783], [4.6018, 3.3620, -8.4563], [-3.1773, 0.2362, 6.4031], [5.8932, 2.6013, -6.4622], [2.1498, 3.1413, -8.4819], [1.3496, 1.4252, 3.0087], [-5.0662, -1.2737, -2.7378], [-5.9294, -6.2590, 2.4289], [-2.9687, -1.6346, -3.9059], [4.9796, 0.1063, 1.1832], [4.1448, 2.6308, -1.0615]],
  "lowdin_charge": [0.43, 0.72, 0.80, 0.70, 0.64, 0.20, 0.05, -0.48, 0.04, -0.05, 0.09, 0.14, 0.15, 0.02, -0.11, -0.01, -0.12, -0.13, -0.14, -0.43, -0.29, -0.10, -0.11, -0.20, -0.09, -0.11, -0.27, -0.14, -0.18, -0.11, -0.76, -0.08, -0.11, -0.11, -0.37, -0.30, -0.19, -0.06, -0.11, -0.33, -0.32, -0.17, -0.10, -0.15, -0.04, -0.04, -0.01, -0.05, -0.11, -0.12, -0.10, -0.38, -0.11, -0.09, -0.18, -0.13, -0.16, -0.29, -0.12, -0.13, -0.21, -0.09, -0.07, -0.29, -0.06, -0.04, -0.32, -0.71, -0.01, -0.09, -0.09, 0.07, 0.08, 0.10, 0.02, 0.13, 0.10, 0.02, 0.08, 0.09, 0.08, 0.09, 0.00, 0.01, 0.07, 0.10, 0.07, 0.09, 0.10, 0.08, 0.10, 0.07, 0.08, 0.02, 0.07, 0.11, 0.09, -0.01, 0.08, 0.08, 0.07, 0.11, 0.03, 0.09, 0.07, 0.12, 0.07, 0.09, 0.02, 0.09, 0.01, 0.09, 0.08, 0.02, 0.09, 0.06, 0.05, 0.07, 0.02, 0.11, 0.10, 0.08, 0.09, 0.09, 0.09, 0.10, 0.05, 0.11, 0.09, 0.07, 0.02, -0.02],
  "e_above_lowest_kcal_mol": 4.4,
  "total_charge": -2,
  "orbital_gap_ev": 6.07,
  "mol_weight_da": 1185.06
}